(1)
A molecular structure, C59H50BrCsFGeNO3P3SbSe4 at a distorted geometry. Source: OMol25; level of theory: ωB97M-V with the def2-TZVPD basis set.

Element x y z (Å)
1 Cs 0.54 -2.28 0.14
2 F -0.31 0.83 0.19
3 Ge -1.18 2.09 -0.65
4 C -1.55 1.89 -2.57
5 C -1.87 3.08 -3.25
6 C -2.29 3.05 -4.57
7 C -2.38 1.84 -5.24
8 C -2.06 0.66 -4.58
9 C -1.65 0.67 -3.25
10 P -1.24 -0.89 -2.35
11 C -2.88 -1.72 -2.24
12 C -4.09 -1.05 -2.36
13 C -5.29 -1.75 -2.23
14 C -5.28 -3.12 -1.99
15 C -4.07 -3.78 -1.83
16 C -2.88 -3.09 -1.95
17 C -0.40 -1.91 -3.62
18 C -1.05 -2.80 -4.48
19 C -0.30 -3.62 -5.31
20 C 1.08 -3.56 -5.31
21 C 1.74 -2.65 -4.49
22 C 0.99 -1.83 -3.65
23 C -0.20 3.73 -0.19
24 C -0.93 4.92 -0.30
25 C -0.35 6.17 -0.16
26 C 1.01 6.25 0.10
27 C 1.75 5.08 0.25
28 C 1.17 3.81 0.13
29 P 2.20 2.28 0.43
30 C 2.42 2.25 2.27
31 C 2.54 3.35 3.12
32 C 2.79 3.17 4.47
33 C 2.95 1.89 4.99
34 C 2.84 0.79 4.16
35 C 2.56 0.97 2.81
36 C 3.86 2.83 -0.13
37 C 5.01 2.43 0.55
38 C 6.27 2.69 0.03
39 C 6.40 3.35 -1.18
40 C 5.27 3.74 -1.88
41 C 4.01 3.48 -1.36
42 C -2.96 2.03 0.20
43 C -3.84 3.04 -0.20
44 C -5.10 3.18 0.36
45 C -5.50 2.30 1.34
46 C -4.67 1.26 1.72
47 C -3.40 1.09 1.15
48 P -2.38 -0.40 1.57
49 C -3.69 -1.50 2.28
50 C -4.04 -1.61 3.62
51 C -5.05 -2.47 4.02
52 C -5.73 -3.23 3.07
53 C -5.39 -3.13 1.73
54 C -4.37 -2.27 1.34
55 C -1.54 0.15 3.11
56 C -1.52 1.47 3.56
57 C -0.87 1.80 4.74
58 C -0.23 0.83 5.49
59 C -0.21 -0.49 5.03
60 C -0.85 -0.82 3.84
61 H -1.76 4.04 -2.75
62 H -2.54 3.97 -5.08
63 H -2.71 1.81 -6.27
64 H -2.10 -0.29 -5.11
65 H -4.12 0.02 -2.55
66 H -6.23 -1.22 -2.33
67 H -6.22 -3.66 -1.90
68 H -4.04 -4.85 -1.62
69 H -1.93 -3.62 -1.82
70 H -2.12 -2.90 -4.46
71 H -0.81 -4.35 -5.94
72 H 1.67 -4.25 -5.91
73 H 2.82 -2.64 -4.44
74 H 1.51 -1.16 -2.98
75 H -2.00 4.88 -0.50
76 H -0.95 7.06 -0.25
77 H 1.50 7.21 0.19
78 H 2.81 5.16 0.44
79 H 2.43 4.36 2.73
80 H 2.88 4.04 5.12
81 H 3.16 1.76 6.05
82 H 2.97 -0.21 4.55
83 H 2.48 0.11 2.15
84 H 4.91 1.89 1.49
85 H 7.15 2.36 0.57
86 H 7.39 3.55 -1.59
87 H 5.36 4.25 -2.83
88 H 3.12 3.77 -1.93
89 H -3.56 3.72 -1.00
90 H -5.76 3.98 0.02
91 H -6.48 2.40 1.80
92 H -5.02 0.55 2.45
93 H -3.52 -1.02 4.37
94 H -5.31 -2.56 5.07
95 H -6.52 -3.91 3.39
96 H -5.90 -3.73 0.99
97 H -4.09 -2.21 0.30
98 H -2.01 2.25 2.98
99 H -0.85 2.84 5.07
100 H 0.27 1.09 6.41
101 H 0.31 -1.25 5.60
102 H -0.82 -1.85 3.49
103 O 6.37 -4.56 0.13
104 C 5.64 -3.46 0.32
105 C 4.86 -3.28 1.46
106 C 3.98 -2.23 1.49
107 N 3.84 -1.35 0.49
108 C 4.66 -1.50 -0.53
109 Br 4.43 -0.25 -1.97
110 C 5.60 -2.49 -0.68
111 H 5.79 -5.32 0.40
112 H 4.88 -4.01 2.25
113 H 3.31 -2.10 2.34
114 H 6.17 -2.62 -1.58
115 O 0.76 -5.00 2.23
116 H 1.65 -5.39 2.15
117 H 0.34 -5.32 1.40
118 O 1.39 1.58 -2.37
119 H 2.08 1.42 -3.03
120 H 1.36 0.75 -1.87
121 Se 2.53 -8.41 -2.46
122 Sb 2.77 -6.19 -1.46
123 Se 0.49 -5.09 -1.25
124 Se 4.13 -4.66 -2.83
125 Se 3.72 -6.38 0.87

HOMO-LUMO gap: 3.726 eV
total charge: -2
ΔE to the lowest compared entry with this formula, charge and spin: 81.7 kJ/mol

(2)
A single C5H6O molecule. Source: OMol25; level of theory: ωB97M-V with the def2-TZVPD basis set.

Element x y z (Å)
1 C -2.41 -0.28 0.68
2 C -1.31 -0.15 0.21
3 C 0.09 0.23 -0.01
4 C 1.13 -0.80 0.45
5 C 0.43 0.90 -1.33
6 O 1.53 0.87 -1.83
7 H -3.34 -0.26 1.20
8 H 0.09 1.12 0.64
9 H 1.18 -0.83 1.54
10 H 0.87 -1.81 0.10
11 H 2.11 -0.54 0.05
12 H -0.37 1.55 -1.73

HOMO-LUMO gap: 10.650 eV
SMILES: C#C[C@@H](C)C=O
ΔE to the lowest compared entry with this formula, charge and spin: 204.3 kJ/mol

(3)
A single C7H14 molecule. Source: OMol25; level of theory: ωB97M-V with the def2-TZVPD basis set.

Element x y z (Å)
1 C -0.80 1.66 0.64
2 C -0.52 0.22 0.17
3 C -1.00 0.10 -1.28
4 C -1.28 -0.80 1.06
5 C 0.99 -0.04 0.33
6 C 2.01 0.00 -0.77
7 C 1.62 -1.31 -0.13
8 H -0.56 1.78 1.71
9 H -0.19 2.37 0.08
10 H -1.85 1.93 0.50
11 H -2.08 0.31 -1.32
12 H -0.50 0.82 -1.93
13 H -0.85 -0.90 -1.69
14 H -0.58 -1.56 1.42
15 H -1.74 -0.33 1.93
16 H -2.08 -1.33 0.53
17 H 1.36 0.33 1.29
18 H 1.71 0.18 -1.80
19 H 3.00 0.39 -0.54
20 H 2.34 -1.81 0.52
21 H 1.00 -2.00 -0.71

HOMO-LUMO gap: 11.156 eV
SMILES: CC(C)(C)C1CC1
ΔE to the lowest compared entry with this formula, charge and spin: 88.8 kJ/mol

(4)
2 unconnected molecules or ions with the total composition C7H11BN2O at a distorted geometry. Source: OMol25; level of theory: ωB97M-V with the def2-TZVPD basis set.

Element x y z (Å)
1 B -1.32 -1.09 0.29
2 C 0.37 0.90 0.48
3 C 0.90 -1.01 -0.94
4 C 1.47 1.60 0.00
5 C 1.97 -0.29 -1.43
6 C 0.00 -0.35 -0.01
7 C 2.25 1.00 -0.95
8 C -2.13 -2.52 0.27
9 N 3.29 1.74 -1.49
10 N -2.65 0.88 2.18
11 O -3.07 0.09 1.00
12 H -0.36 1.37 1.16
13 H 0.90 -1.99 -1.37
14 H 1.64 2.67 0.36
15 H 2.57 -0.60 -2.30
16 H -2.82 -2.60 1.21
17 H -1.54 -3.43 0.51
18 H -2.81 -2.60 -0.59
19 H 3.68 2.51 -0.94
20 H 3.87 1.59 -2.31
21 H -3.15 1.73 1.94
22 H -3.08 0.43 2.92

HOMO-LUMO gap: 7.544 eV
ΔE to the lowest compared entry with this formula, charge and spin: 289.1 kJ/mol